# 1
# C4H9N4

A gas-phase ion, C4H9N4 (charge +1) (wB97M-V/def2-TZVPD, OMol25).

Values from the calculation:
HOMO: -14.0 eV
SMILES: CCC1=NN1C(N)=[NH2+]
Energy relative to the best compared isomer or geometry (same formula, charge and spin): 3.127 eV
Total energy: -376.49207 hartree
F_max: 4.47 eV/A

Structure (ORCA input):
```
! wB97M-V def2-TZVPD RIJCOSX def2/J DEFGRID3
* xyz 1 1
C 2.668 -0.300 1.534
C 1.160 -0.509 1.323
C 0.639 0.181 0.232
N 0.564 1.018 -0.686
N -0.423 -0.147 -0.803
C -1.647 0.171 -1.251
N -1.800 1.313 -1.839
N -2.628 -0.700 -1.043
H 3.054 0.780 1.556
H 3.225 -0.856 0.767
H 2.886 -0.677 2.535
H 0.766 -0.123 2.235
H 1.007 -1.600 1.410
H -1.008 2.010 -1.529
H -2.558 1.653 -2.398
H -2.381 -1.513 -0.456
H -3.525 -0.700 -1.587
*
```

Atomic partial charges in e from the Löwdin method, atoms 1 to 2: -0.07, -0.17


# 2
# C4H9N4

A gas-phase ion, C4H9N4 (charge +1) (wB97M-V/def2-TZVPD, OMol25).

Values from the calculation:
HOMO: -12.5 eV
Energy relative to the best compared isomer or geometry (same formula, charge and spin): 4.022 eV
Total energy: -376.45920 hartree
F_max: 2.50 eV/A

Structure (ORCA input):
```
! wB97M-V def2-TZVPD RIJCOSX def2/J DEFGRID3
* xyz 1 1
C -0.063 1.265 -0.705
C 1.654 -1.012 0.620
C 0.442 -1.088 -0.266
C -1.832 -0.384 0.112
N 2.620 1.145 0.026
N 2.387 0.133 0.375
N -0.434 0.073 -0.205
N -0.861 2.286 -0.443
H 1.537 -0.970 1.694
H 2.280 -1.826 0.510
H 0.954 -1.320 -1.238
H -0.040 -2.111 -0.105
H -2.161 -0.782 -0.880
H -1.786 -1.150 0.938
H -2.428 0.474 0.444
H -0.486 3.102 -0.802
H -1.783 2.164 -0.075
*
```

Atomic partial charges in e from the Löwdin method, atoms 1 to 2: -0.17, -0.12


# 3
# C4H9N4O

2 unconnected molecules or ions with the total composition C4H9N4O (wB97M-V/def2-TZVPD, OMol25).

Values from the calculation:
HOMO: -13.4 eV
Energy relative to the best compared isomer or geometry (same formula, charge and spin): 2.615 eV
Total energy: -451.75967 hartree
F_max: 3.52 eV/A

Structure (ORCA input):
```
! wB97M-V def2-TZVPD RIJCOSX def2/J DEFGRID3
* xyz 1 1
C -0.330 1.310 2.568
C -0.846 1.111 1.124
C 0.470 -2.055 -2.101
C 1.141 0.283 1.278
N 0.949 0.774 2.517
N -0.384 -1.257 -2.618
N -0.580 -0.065 -2.032
N 0.216 0.394 0.420
O -0.810 1.880 3.457
H -1.851 0.621 1.114
H -1.076 2.133 0.745
H 0.500 -3.054 -2.645
H 0.768 -1.966 -1.041
H 1.788 1.104 2.972
H 2.063 -0.281 1.171
H 0.024 0.008 -1.136
H -1.442 0.503 -2.178
H -0.599 -1.440 -3.615
*
```

Atomic partial charges in e from the Löwdin method, atoms 1 to 2: -0.46, -0.08


# 4
# C4H9N4O

A gas-phase ion, C4H9N4O (charge +1) (wB97M-V/def2-TZVPD, OMol25).

Values from the calculation:
HOMO: -14.0 eV
SMILES: COCn1[nH]cnc1=[NH2+]
Energy relative to the best compared isomer or geometry (same formula, charge and spin): 5.817 eV
Total energy: -451.64200 hartree
F_max: 7.76 eV/A

Structure (ORCA input):
```
! wB97M-V def2-TZVPD RIJCOSX def2/J DEFGRID3
* xyz 1 1
C -1.066 0.507 -2.256
O -0.462 -0.742 -1.768
C 0.764 -0.508 -0.990
N 0.366 -0.507 0.478
N 0.018 -1.774 0.976
C -0.337 -1.435 2.426
N -0.191 0.077 2.681
C 0.310 0.696 1.394
N 0.618 2.009 1.133
H -0.397 1.465 -2.103
H -2.113 0.722 -1.736
H -1.187 0.379 -3.435
H 1.349 0.468 -1.262
H 1.493 -1.420 -1.239
H 0.001 -2.703 0.475
H -0.703 -2.271 3.178
H 1.277 2.220 0.346
H 0.261 2.816 1.702
*
```

Atomic partial charges in e from the Löwdin method, atoms 1 to 2: -0.10, -0.21


# 5
# C4H9N5

C4H9N5 in the gas phase (wB97M-V/def2-TZVPD, OMol25).

Values from the calculation:
HOMO: -8.7 eV
SMILES: [H]/N=C1\NN=CN(C)N1C
Energy relative to the best compared isomer or geometry (same formula, charge and spin): 5.522 eV
Total energy: -431.40433 hartree
F_max: 6.33 eV/A

Structure (ORCA input):
```
! wB97M-V def2-TZVPD RIJCOSX def2/J DEFGRID3
* xyz 0 1
H -2.168 -2.452 0.311
N -2.113 -1.395 0.210
C -0.933 -0.828 0.151
N 0.258 -1.627 0.217
N 1.347 -1.691 -0.683
C 1.640 -0.413 -0.907
N 0.813 0.470 -0.204
C 1.247 0.880 1.062
N -0.550 0.499 -0.098
C -1.308 1.404 -0.755
H -0.112 -2.508 0.311
H 2.613 -0.296 -1.247
H 2.269 1.369 1.157
H 1.362 -0.097 1.650
H 0.333 1.406 1.572
H -1.566 1.390 -1.855
H -0.775 2.523 -0.470
H -2.358 1.366 -0.420
*
```

Atomic partial charges in e from the Löwdin method, atoms 1 to 2: 0.07, 0.11


# 6
# C4H9N5

C4H9N5 in the gas phase (wB97M-V/def2-TZVPD, OMol25).

Values from the calculation:
HOMO: -9.6 eV
SMILES: NCCCc1nnn[nH]1
Energy relative to the best compared isomer or geometry (same formula, charge and spin): 7.339 eV
Total energy: -431.33756 hartree
F_max: 15.80 eV/A

Structure (ORCA input):
```
! wB97M-V def2-TZVPD RIJCOSX def2/J DEFGRID3
* xyz 0 1
N 2.980 -0.827 0.091
C 1.623 -0.529 -0.323
C 0.939 0.610 0.444
C -0.418 1.174 -0.139
C -1.557 0.098 -0.057
N -1.457 -1.139 0.103
N -2.724 -1.571 0.129
N -3.570 -0.608 0.005
N -2.792 0.615 0.040
H 2.653 -1.198 0.802
H 3.345 -1.474 -0.507
H 0.786 -1.231 -0.436
H 1.662 -0.384 -1.171
H 1.871 1.507 0.545
H 0.869 0.266 1.647
H -0.067 1.366 -1.285
H -0.673 1.915 0.305
H -3.469 1.410 -0.193
*
```

Atomic partial charges in e from the Löwdin method, atoms 1 to 2: 0.10, -0.32


# 7
# C4H9N5

C4H9N5 in the gas phase (wB97M-V/def2-TZVPD, OMol25).

Values from the calculation:
HOMO: -8.2 eV
SMILES: [H]/N=C(N)/N=C(\N)C(=C)N
Energy relative to the best compared isomer or geometry (same formula, charge and spin): 0.314 eV
Total energy: -431.59572 hartree
F_max: 2.64 eV/A

Structure (ORCA input):
```
! wB97M-V def2-TZVPD RIJCOSX def2/J DEFGRID3
* xyz 0 1
H 2.383 0.828 2.437
N 1.498 0.656 1.958
C 1.590 0.697 0.679
N 2.763 0.875 -0.016
N 0.513 0.548 -0.174
C -0.633 0.133 0.275
N -0.914 -0.191 1.537
C -1.364 -0.461 -0.891
C -1.615 -1.776 -0.935
N -1.819 0.454 -1.824
H 3.551 1.230 0.485
H 2.683 1.035 -1.005
H -1.710 -0.768 1.751
H -0.148 0.015 2.190
H -2.245 -2.202 -1.707
H -1.259 -2.435 -0.169
H -1.243 1.288 -1.868
H -2.031 0.075 -2.724
*
```

Atomic partial charges in e from the Löwdin method, atoms 1 to 2: 0.05, 0.08


# 8
# C4H9NO

C4H9NO in the gas phase (wB97M-V/def2-TZVPD, OMol25).

Values from the calculation:
HOMO: -8.6 eV
SMILES: C=CON(C)C
Energy relative to the best compared isomer or geometry (same formula, charge and spin): 3.792 eV
Total energy: -287.69311 hartree
F_max: 0.39 eV/A

Structure (ORCA input):
```
! wB97M-V def2-TZVPD RIJCOSX def2/J DEFGRID3
* xyz 0 1
C -0.043 2.063 -0.989
C -0.564 1.724 0.179
O -1.032 0.440 0.394
N 0.039 -0.438 -0.026
C 0.820 -0.712 1.162
C -0.469 -1.630 -0.665
H -0.088 1.334 -1.791
H 0.494 2.989 -1.137
H -0.581 2.372 1.055
H 1.768 -1.149 0.837
H 0.319 -1.388 1.876
H 1.031 0.242 1.656
H -1.114 -2.256 -0.026
H -0.999 -1.375 -1.590
H 0.419 -2.217 -0.936
*
```

Atomic partial charges in e from the Löwdin method, atoms 1 to 2: 0.03, -0.24


# 9
# C4H9NO

A molecular structure, C4H9NO (wB97M-V/def2-TZVPD, OMol25).

Values from the calculation:
HOMO: -7.9 eV
Energy relative to the best compared isomer or geometry (same formula, charge and spin): 5.013 eV
Total energy: -287.64824 hartree
F_max: 5.35 eV/A

Structure (ORCA input):
```
! wB97M-V def2-TZVPD RIJCOSX def2/J DEFGRID3
* xyz 0 1
C -2.217 -0.189 0.223
C -1.624 0.910 -0.553
C -0.343 0.724 -1.154
C 0.682 0.288 -0.314
N 1.946 0.060 -0.943
O 0.629 0.112 0.914
H -3.255 -0.323 0.497
H -1.637 -1.069 0.454
H -1.654 0.731 0.775
H -2.284 1.655 -0.983
H 2.507 -1.405 2.276
H 2.973 -1.487 2.833
H -0.174 0.903 -2.202
H 2.546 -0.226 -0.191
H 1.905 -0.684 -1.631
*
```

Atomic partial charges in e from the Löwdin method, atoms 1 to 2: 0.01, -0.12


# 10
# C4H9NO

2 unconnected molecules or ions with the total composition C4H9NO (wB97M-V/def2-TZVPD, OMol25).

Values from the calculation:
HOMO: -9.4 eV
SMILES: C=C=NC.CO
Energy relative to the best compared isomer or geometry (same formula, charge and spin): 2.741 eV
Total energy: -287.73171 hartree
F_max: 0.83 eV/A

Structure (ORCA input):
```
! wB97M-V def2-TZVPD RIJCOSX def2/J DEFGRID3
* xyz 0 1
C -2.792 -0.192 -0.081
C -1.571 0.248 0.091
N -0.408 0.586 0.281
C 0.022 1.977 0.183
H -3.468 -0.252 0.764
H -3.129 -0.518 -1.058
H -0.773 2.642 -0.173
H 0.355 2.306 1.172
H 0.878 2.033 -0.494
C 2.084 -1.589 -0.337
O 1.373 -1.690 0.869
H 1.486 -1.892 -1.212
H 2.949 -2.256 -0.271
H 2.458 -0.569 -0.522
H 0.697 -0.993 0.842
*
```

Atomic partial charges in e from the Löwdin method, atoms 1 to 2: 0.02, -0.19